C29H44GeN2O6PPtSi3 as an isolated structure, computed with ωB97M-V/def2-TZVPD.

F_max: 0.8 eV/A
E_HOMO (alpha / beta): -0.2436 / -0.3025 Ha
<S²>: 0.767
electronic energy: -5098.68093 Ha
multiplicity: 2

Element x y z (Å)
Pt1 0.2698 -0.8673 -0.0840
C1 3.3823 1.5646 0.4871
C2 3.4486 0.1120 0.2072
N1 2.4420 -0.7304 0.0445
C3 2.9999 -1.9805 -0.1426
C4 4.3570 -1.8807 -0.0967
N2 4.6136 -0.5554 0.1193
C5 5.5092 -2.8171 -0.2162
O1 5.2329 -4.0863 -0.3786
O2 6.6282 -2.3615 -0.1420
C6 2.1400 -3.1759 -0.3567
O3 2.6799 -4.2791 -0.5065
O4 0.8928 -2.9517 -0.3713
H1 2.3524 1.9042 0.4181
H2 3.9861 2.1263 -0.2260
H3 3.7460 1.7762 1.4931
H4 5.5522 -0.1930 0.2045
H5 4.2305 -4.2484 -0.4053
O5 -2.4220 1.0060 -1.4388
C7 -2.7600 0.5523 -0.3306
O6 -2.3441 1.0376 0.7742
C8 -3.3379 -0.8220 -0.2418
P1 -1.7561 -1.8044 -0.1152
C9 -1.9074 -2.7471 1.4294
C10 -1.3884 -4.0334 1.5540
C11 -1.4171 -4.6739 2.7839
C12 -1.9463 -4.0344 3.8954
C13 -2.4443 -2.7437 3.7801
C14 -2.4230 -2.1002 2.5531
C15 -1.9061 -2.9712 -1.4909
C16 -1.2361 -2.6717 -2.6747
C17 -1.3826 -3.4902 -3.7835
C18 -2.1947 -4.6134 -3.7140
C19 -2.8674 -4.9128 -2.5379
C20 -2.7282 -4.0921 -1.4286
H6 -3.8596 -1.1229 -1.1457
H7 -3.9377 -0.9920 0.6480
H8 -0.9395 -4.5222 0.7002
H9 -1.0125 -5.6738 2.8717
H10 -1.9638 -4.5380 4.8533
H11 -2.8444 -2.2330 4.6465
H12 -2.7832 -1.0809 2.4786
H13 -0.5953 -1.7989 -2.7191
H14 -0.8564 -3.2539 -4.6991
H15 -2.3011 -5.2587 -4.5762
H16 -3.4996 -5.7893 -2.4807
H17 -3.2584 -4.3308 -0.5144
C21 1.2653 3.2541 2.8568
Si1 0.3486 1.6606 2.4207
C22 -1.2014 1.6657 3.4808
C23 1.4195 0.2504 3.0888
Ge1 -0.3806 1.5909 0.0203
Si2 -1.2646 3.9147 -0.1176
C24 -2.2288 4.1777 -1.7062
C25 -2.4059 4.2433 1.3345
C26 0.0926 5.2142 -0.0504
Si3 0.7434 1.6263 -2.2683
C27 1.9948 0.3029 -2.7648
C28 1.6456 3.2753 -2.4587
C29 -0.5813 1.5752 -3.5900
H18 1.7070 3.1257 3.8505
H19 0.5748 4.0945 2.9189
H20 2.0665 3.5265 2.1701
H21 -0.8738 1.5067 4.5134
H22 -1.8849 0.8651 3.2056
H23 -1.7467 2.6050 3.4399
H24 1.0757 0.0272 4.1025
H25 2.4658 0.5609 3.1628
H26 1.3787 -0.6742 2.5221
H27 -2.7408 3.2755 -2.0338
H28 -1.5819 4.5303 -2.5113
H29 -2.9772 4.9541 -1.5215
H30 -3.0379 3.3910 1.5754
H31 -3.0453 5.0879 1.0600
H32 -1.8475 4.5303 2.2262
H33 0.7640 5.1830 -0.9054
H34 0.6930 5.1576 0.8527
H35 -0.3988 6.1931 -0.0564
H36 2.9818 0.4917 -2.3384
H37 2.0934 0.3727 -3.8529
H38 1.7112 -0.7184 -2.5139
H39 2.2284 3.5818 -1.5925
H40 0.9576 4.0828 -2.7056
H41 2.3365 3.1651 -3.3014
H42 -1.2964 0.7716 -3.4284
H43 -0.0671 1.4053 -4.5416
H44 -1.1335 2.5087 -3.6681

---

C29H44IrN2O3P as an isolated structure in a non-equilibrium geometry, computed with ωB97M-V/def2-TZVPD.

F_max: 5.1 eV/A
ΔE to the lowest compared entry with this formula, charge and spin: 100.2 kJ/mol
E_HOMO (alpha / beta): -0.2357 / -0.2347 Ha
electronic energy: -1912.26049 Ha

Element x y z (Å)
Ir1 -0.7141 -0.1823 -0.1171
C1 -1.1070 4.3276 -0.2482
C2 -1.6596 2.9916 0.2439
C3 -2.6710 3.2044 1.3622
O1 -0.5744 2.1576 0.6964
C4 -2.3196 2.2896 -0.9788
O2 -3.3473 2.7892 -1.4146
O3 -1.7016 1.2700 -1.4495
H1 -0.5475 4.8191 0.5523
H2 -1.9269 4.9718 -0.5608
H3 -0.4443 4.1695 -1.0989
H4 -2.2881 3.9194 2.0962
H5 -2.8885 2.2646 1.8708
H6 -3.5954 3.5942 0.9396
H7 -0.3389 2.4272 1.5915
C5 -1.3823 -1.8947 -3.0959
C6 -1.6765 -2.6756 -1.8108
C7 -3.1811 -2.5324 -1.4978
C8 -1.3481 -4.1591 -2.0324
C9 -0.8818 -2.1619 -0.6425
H8 -2.0447 -2.2243 -3.9005
H9 -0.3511 -2.0561 -3.4164
H10 -1.5407 -0.8259 -2.9399
H11 -3.7779 -3.0080 -2.2809
H12 -3.4494 -1.4753 -1.4518
H13 -3.4266 -3.0013 -0.5406
H14 -1.8149 -4.5218 -2.9510
H15 -1.7062 -4.7693 -1.1997
H16 -0.2684 -4.2979 -2.1211
H17 -0.8538 -2.8805 0.1874
N1 -7.1266 -0.1675 0.1841
C10 -6.0923 -0.4202 0.6146
C11 -4.8248 -0.7570 1.1809
C12 -4.7426 -1.6946 2.2127
C13 -3.4962 -1.9431 2.7568
C14 -2.3925 -1.2802 2.2617
N2 -2.4535 -0.4155 1.2404
C15 -3.6603 -0.1555 0.7222
H18 -5.6315 -2.1914 2.5748
H19 -3.3831 -2.6440 3.5719
H20 -1.4100 -1.4268 2.6916
H21 -3.7085 0.5649 -0.0857
C16 4.1945 -1.3345 0.6017
C17 2.7053 -1.5309 0.3203
C18 2.5172 -2.4912 -0.8547
C19 2.0437 -2.1267 1.5718
P1 1.7607 0.0735 -0.0400
C20 2.3601 1.1321 1.3268
C21 3.5180 1.9057 1.3001
C22 3.8992 2.6493 2.4074
C23 3.1369 2.6264 3.5653
C24 1.9828 1.8585 3.6094
C25 1.5980 1.1256 2.4975
C26 2.3511 0.8494 -1.6677
C27 1.5006 0.2284 -2.7824
C28 3.8250 0.6628 -2.0358
C29 1.9912 2.3389 -1.5905
H22 4.6205 -2.2899 0.9204
H23 4.3646 -0.6129 1.4010
H24 4.7388 -1.0127 -0.2852
H25 2.9153 -3.4760 -0.5957
H26 3.0457 -2.1450 -1.7445
H27 1.4559 -2.5918 -1.0934
H28 2.3965 -3.1507 1.7173
H29 0.9564 -2.1504 1.4615
H30 2.2930 -1.5521 2.4651
H31 4.1397 1.9365 0.4194
H32 4.7998 3.2479 2.3583
H33 3.4387 3.2085 4.4264
H34 1.3816 1.8378 4.5099
H35 0.6863 0.5363 2.5213
H36 1.6679 -0.8450 -2.8683
H37 1.7543 0.6921 -3.7399
H38 0.4403 0.4004 -2.5974
H39 4.0474 -0.3759 -2.2830
H40 4.5148 0.9800 -1.2570
H41 4.0353 1.2617 -2.9261
H42 0.9839 2.4623 -1.1911
H43 2.0059 2.7658 -2.5963
H44 2.6825 2.9073 -0.9693

---

C29H45AsN5O3RbS3 as an isolated structure in a non-equilibrium geometry, computed with ωB97M-V/def2-TZVPD.

F_max: 1.9 eV/A
ΔE to the lowest compared entry with this formula, charge and spin: 92.9 kJ/mol
E_HOMO: -0.2392 Ha
electronic energy: -5085.95396 Ha

Element x y z (Å)
Rb1 -0.2418 -0.0380 -0.1881
C1 1.8325 2.9133 -1.9785
C2 2.7971 1.8046 -1.5212
N1 2.4197 1.2992 -0.2133
C3 2.8980 2.0023 0.9546
C4 2.1130 3.2785 1.2945
S1 0.2899 3.1165 1.2944
C5 -0.2106 4.2334 -0.0564
C6 -0.4902 3.5256 -1.3882
N2 0.4851 2.4958 -1.6567
H1 2.0529 3.8432 -1.4527
H2 1.9841 3.1148 -3.0472
H3 2.7108 0.9771 -2.2274
H4 3.8324 2.1756 -1.5473
H5 2.6244 0.3137 -0.1460
H6 2.8151 1.3170 1.8011
H7 3.9583 2.2947 0.8705
H8 2.3940 3.6020 2.2972
H9 2.3574 4.0857 0.6068
H10 -1.1161 4.7293 0.2918
H11 0.5650 4.9930 -0.1494
H12 -1.4709 3.0512 -1.3271
H13 -0.5511 4.2963 -2.1741
H14 0.1545 1.8209 -2.3323
S2 1.2355 -2.8993 0.0096
C7 -0.3052 -3.6408 0.1689
C8 -0.4437 -5.0287 -0.0639
C9 -1.6884 -5.6112 -0.0249
C10 -2.8013 -4.8137 0.2563
C11 -2.5814 -3.4714 0.4874
N3 -1.3842 -2.8798 0.4536
H15 0.4467 -5.6022 -0.2802
H16 -1.8069 -6.6712 -0.2153
H17 -3.8003 -5.2261 0.2963
H18 -3.4193 -2.8158 0.7170
O1 -8.4978 2.3864 0.5782
C12 -7.9185 1.9301 -0.6373
N4 -7.0838 2.9503 -1.1826
C13 -5.7474 3.1597 -0.9620
O2 -5.1676 4.0915 -1.4831
C14 -5.0093 2.1749 -0.1077
C15 -5.3535 1.9087 1.2132
C16 -4.5569 1.0429 1.9458
C17 -3.4436 0.4837 1.3384
N5 -3.0951 0.7497 0.0809
C18 -3.8621 1.5767 -0.6176
H19 -9.1243 1.7298 0.9023
H20 -8.7020 1.7079 -1.3652
H21 -7.3208 1.0318 -0.4716
H22 -7.5425 3.7074 -1.6665
H23 -6.2229 2.3781 1.6534
H24 -4.7924 0.8144 2.9764
H25 -2.7960 -0.2065 1.8730
H26 -3.5549 1.7844 -1.6379
C19 -1.0042 -1.9322 4.2455
As1 0.0334 -1.0083 2.8548
C20 1.7125 -1.9261 3.2432
C21 0.3351 0.6937 3.8872
C22 1.0213 0.5617 5.2017
C23 0.2993 0.3966 6.3839
C24 0.9458 0.2562 7.6029
C25 2.3311 0.2782 7.6663
C26 3.0633 0.4442 6.4993
C27 2.4148 0.5836 5.2831
H27 -0.4625 -1.9262 5.1917
H28 -1.1660 -2.9634 3.9320
H29 -1.9761 -1.4563 4.3855
H30 1.9662 -1.8745 4.3025
H31 2.5215 -1.5084 2.6445
H32 1.5940 -2.9639 2.9382
H33 -0.6582 1.1327 4.0008
H34 0.8978 1.3480 3.2237
H35 -0.7840 0.3892 6.3436
H36 0.3660 0.1330 8.5093
H37 2.8347 0.1740 8.6187
H38 4.1456 0.4624 6.5380
H39 2.9938 0.7144 4.3752
C28 1.3062 -2.7455 -3.3834
S3 -0.1327 -2.0056 -2.5727
C29 -1.2455 -2.2449 -4.0038
O3 0.1432 -0.5390 -2.5798
H40 1.0641 -3.7634 -3.6868
H41 2.1051 -2.7596 -2.6473
H42 1.5602 -2.1225 -4.2403
H43 -1.4285 -3.3115 -4.1346
H44 -0.7991 -1.8075 -4.8958
H45 -2.1769 -1.7366 -3.7598

---

C29H45BCoN8OS3 as an isolated structure, computed with ωB97M-V/def2-TZVPD.

F_max: 0.7 eV/A
E_HOMO (alpha / beta): -0.4967 / -0.5033 Ha
<S²>: 0.814
net charge: +2
electronic energy: -4247.15339 Ha
multiplicity: 2

Element x y z (Å)
Co1 2.8846 1.5616 1.3260
C1 4.6453 -1.3385 -2.4620
C2 3.3038 -1.4021 -1.8068
C3 2.4183 -2.4214 -1.9857
C4 1.1771 -2.4280 -1.3037
N1 0.8077 -1.4182 -0.5505
N2 1.6588 -0.3945 -0.4006
B1 1.2139 0.9126 0.3613
N3 0.0657 0.7494 1.4170
N4 -0.9769 -0.0605 1.1315
C5 -1.9947 -0.0552 1.9519
C6 -2.0135 0.7714 3.1070
C7 -0.9750 1.5969 3.3933
C8 -0.9598 2.5272 4.5641
C9 0.1141 1.5527 2.4825
S1 1.4561 2.6207 2.6362
C10 -3.1648 -0.9832 1.6641
C11 -4.4911 -0.2657 1.9535
C12 -3.1543 -1.4501 0.2137
C13 -3.0175 -2.1964 2.5965
N5 0.9267 2.0584 -0.6286
N6 -0.1100 1.7231 -1.4196
C14 -0.5081 2.5801 -2.3189
C15 0.1384 3.8395 -2.4498
C16 1.1906 4.1813 -1.6570
C17 1.9119 5.4842 -1.7699
C18 1.6016 3.2137 -0.6928
S2 2.9417 3.5315 0.3298
C19 -1.6811 2.1309 -3.1827
C20 -1.2723 0.8478 -3.9180
C21 -2.8708 1.8396 -2.2588
C22 -2.0723 3.2003 -4.2011
C23 2.8929 -0.3767 -0.9204
S3 3.9072 0.9571 -0.5180
C24 0.1803 -3.5765 -1.4158
C25 -0.2273 -4.0219 -0.0041
C26 -1.0315 -3.0667 -2.2112
C27 0.7840 -4.7778 -2.1469
H1 4.7996 -2.1958 -3.1126
H2 5.4387 -1.3188 -1.7124
H3 4.7422 -0.4268 -3.0544
H4 2.6732 -3.2427 -2.6406
H5 -2.8796 0.7546 3.7550
H6 -1.7270 2.2494 5.2834
H7 -1.1518 3.5515 4.2374
H8 0.0099 2.5248 5.0626
H9 -4.5384 0.7102 1.4653
H10 -4.6750 -0.1305 3.0200
H11 -5.3137 -0.8668 1.5662
H12 -3.3242 -0.6203 -0.4753
H13 -3.9524 -2.1787 0.0670
H14 -2.2082 -1.9134 -0.0455
H15 -2.9862 -1.8991 3.6473
H16 -2.1071 -2.7551 2.3681
H17 -3.8694 -2.8650 2.4675
H18 -0.2087 4.5393 -3.1969
H19 1.4446 6.1189 -2.5188
H20 2.9543 5.3220 -2.0515
H21 1.9117 6.0118 -0.8144
H22 -0.9983 0.0645 -3.2098
H23 -0.4274 1.0251 -4.5871
H24 -2.1083 0.4917 -4.5211
H25 -2.6036 1.0900 -1.5131
H26 -3.7076 1.4633 -2.8484
H27 -3.2029 2.7427 -1.7422
H28 -1.2605 3.4272 -4.8952
H29 -2.3947 4.1276 -3.7233
H30 -2.9105 2.8350 -4.7941
H31 -0.4437 -3.1740 0.6446
H32 0.5695 -4.6138 0.4547
H33 -1.1153 -4.6525 -0.0559
H34 -1.4384 -2.1526 -1.7809
H35 -1.8141 -3.8264 -2.2209
H36 -0.7529 -2.8605 -3.2472
H37 1.7012 -5.1315 -1.6704
H38 0.9909 -4.5663 -3.1974
H39 0.0694 -5.6007 -2.1237
C28 3.3503 0.0859 5.1773
N7 2.8064 -1.0115 4.3844
C29 2.6596 -0.9812 3.0606
N8 2.1208 -2.0524 2.4433
O1 3.0016 0.0284 2.3934
H40 2.6009 0.4570 5.8742
H41 3.6443 0.8894 4.5119
H42 4.2218 -0.2527 5.7334
H43 2.5739 -1.8659 4.8642
H44 1.9740 -2.9226 2.9261
H45 2.1612 -2.0794 1.4398

---

C29H45Cl11I2O2 as an isolated structure in a non-equilibrium geometry, computed with ωB97M-V/def2-TZVPD.

F_max: 2.2 eV/A
ΔE to the lowest compared entry with this formula, charge and spin: 27.7 kJ/mol
E_HOMO: -0.3203 Ha
electronic energy: -6939.95915 Ha

Element x y z (Å)
C1 1.4410 0.1134 -2.1752
C2 -0.0475 0.2877 -2.5185
C3 -1.0127 -0.6395 -1.7520
C4 -1.8257 0.1259 -0.7051
C5 -2.4908 -0.7482 0.3483
C6 -1.6493 -1.1224 1.5907
C7 -0.7585 -0.0497 2.0919
C8 0.5666 -0.0093 1.9368
C9 1.3765 -1.0817 1.2907
C10 1.4357 -2.3881 2.1190
C11 2.8072 -2.6703 2.6977
C12 2.7484 -3.8820 3.6220
C13 1.3329 1.1637 2.4178
O1 2.4121 1.4993 1.9185
C14 0.7275 1.9406 3.5499
Cl1 1.8306 2.8823 4.4448
C15 -0.5913 1.8867 3.7464
C16 -1.2569 2.5991 4.8235
I1 -2.5498 4.1561 4.1923
C17 -1.1054 2.2696 6.1037
C18 -0.2773 1.1203 6.5530
I2 -2.0119 3.2773 7.7161
C19 -1.4120 1.0754 2.7935
O2 -2.6004 1.3355 2.6306
H1 1.7301 0.8718 -1.4613
H2 1.7075 -0.8799 -1.8461
H3 2.0165 0.3240 -3.0694
H4 -0.3170 1.3057 -2.2655
H5 -0.2054 0.1749 -3.5789
H6 -1.7121 -1.0314 -2.4803
H7 -0.5138 -1.5028 -1.3203
H8 -1.2392 0.9371 -0.2861
H9 -2.6274 0.5982 -1.2620
H10 -3.4291 -0.3176 0.6620
H11 -2.7466 -1.6811 -0.1444
H12 -1.1201 -2.0486 1.4347
H13 -2.3634 -1.3255 2.3839
H14 0.9799 -1.2920 0.3107
H15 2.3861 -0.7073 1.1764
H16 1.1029 -3.2101 1.4963
H17 0.7192 -2.3275 2.9350
H18 3.1672 -1.8113 3.2494
H19 3.4770 -2.8747 1.8701
H20 2.0943 -3.6454 4.4525
H21 3.7326 -4.1476 3.9772
H22 2.3068 -4.7051 3.0780
H23 -0.7552 0.5970 7.3664
H24 -0.0355 0.4527 5.7405
H25 0.6567 1.5072 6.9483
Cl2 -1.0192 0.2280 -6.9648
C20 0.6890 -0.1443 -7.3191
C21 1.0631 -1.5470 -6.9261
Cl3 1.0522 -1.7277 -5.1524
H26 1.3010 0.5813 -6.7963
H27 0.8280 -0.0067 -8.3886
H28 2.0738 -1.7691 -7.2647
H29 0.3852 -2.2830 -7.3504
Cl4 3.5797 1.8025 -8.6050
C22 3.2820 2.4547 -10.2390
C23 2.0167 3.2706 -10.3066
Cl5 0.5531 2.2752 -10.1134
H30 3.2558 1.6189 -10.9329
H31 4.1343 3.0850 -10.4864
H32 1.9463 3.7505 -11.2812
H33 1.9990 4.0384 -9.5372
Cl6 -1.5060 -2.7634 3.8151
C24 -1.9408 -4.3979 4.3707
C25 -2.0445 -4.4670 5.8718
Cl7 -0.4571 -4.2749 6.6608
H34 -1.1973 -5.0918 3.9873
H35 -2.9051 -4.6391 3.9264
H36 -2.4315 -5.4406 6.1671
H37 -2.7058 -3.6948 6.2579
Cl8 1.4259 4.8099 -3.2369
C26 2.8180 4.2197 -4.1785
C27 2.5151 4.1421 -5.6526
Cl9 1.3231 2.8720 -6.0222
H38 3.1015 3.2482 -3.7817
H39 3.6363 4.9177 -4.0101
H40 3.4225 3.8946 -6.2028
H41 2.1259 5.0844 -6.0298
Cl10 -3.4891 -0.4569 7.4563
C28 -4.2078 0.3798 6.0517
C29 -5.4955 -0.2631 5.6117
Cl11 -5.2080 -1.8707 4.9051
H42 -3.4708 0.3863 5.2523
H43 -4.3960 1.4085 6.3579
H44 -5.9671 0.3447 4.8418
H45 -6.1874 -0.3777 6.4417